Entry 1:
Computed, not measured: a 10-piece molecular cluster, C22H44Cl16N4O4 overall, with ωB97M-V/def2-TZVPD.

Values from the calculation:
Kohn-Sham gap = 8.6808 eV
SMILES = ClC(Cl)(Cl)Cl.ClC(Cl)(Cl)Cl.CN(C)C=O.CN(C)C=O.CN(C)C=O.CN(C)C=O.ClCCCl.ClCCCl.ClCCCl.ClCCCl
highest occupied orbital energy = -8.789 eV

Last column: Mulliken charge in e.
Cartesian coordinates (Å):
Cl -1.498 2.181 4.624  -0.07
C -2.475 1.228 3.574  0.21
Cl -3.800 0.528 4.438  -0.10
Cl -3.085 2.261 2.329  -0.08
Cl -1.511 -0.051 2.662  -0.03
Cl 0.798 5.678 0.368  -0.12
C 1.594 4.930 -1.113  0.18
Cl 2.268 6.261 -2.063  -0.10
Cl 2.912 3.803 -0.626  0.00
Cl 0.405 4.151 -2.107  -0.03
C -4.287 -1.070 -4.746  -1.09
N -3.919 -2.165 -3.791  0.19
C -4.986 -2.967 -3.326  -0.89
C -2.630 -2.196 -3.438  0.64
O -2.263 -2.942 -2.532  -0.66
H -4.283 -1.409 -5.782  0.36
H -3.630 -0.210 -4.614  0.33
H -5.325 -0.749 -4.652  0.37
H -5.708 -2.455 -2.690  0.19
H -5.611 -3.397 -4.109  0.35
H -4.634 -3.791 -2.705  0.31
H -2.038 -1.423 -3.953  -0.12
C 5.135 -0.380 -1.063  -0.34
N 5.555 -0.043 0.279  0.26
C 5.252 -0.964 1.317  -0.71
C 6.335 1.035 0.345  0.12
O 6.961 1.242 1.354  -0.62
H 4.937 0.427 -1.767  -0.15
H 4.181 -0.902 -1.131  -0.01
H 5.930 -0.988 -1.495  0.47
H 4.186 -1.038 1.533  -0.09
H 5.551 -1.991 1.103  0.41
H 5.757 -0.661 2.234  0.38
H 6.427 1.527 -0.636  0.37
C 1.820 3.690 4.522  -1.08
N 2.072 2.712 3.441  0.29
C 3.265 1.896 3.623  -0.76
C 1.205 2.434 2.503  -0.09
O 1.444 1.581 1.573  -0.46
H 0.834 4.139 4.404  0.38
H 2.516 4.528 4.481  0.34
H 1.856 3.226 5.508  0.33
H 4.118 2.543 3.826  0.40
H 3.124 1.440 4.603  0.40
H 3.382 1.101 2.886  -0.08
H 0.269 3.013 2.498  0.48
C 1.100 -3.915 3.116  -0.78
N 2.080 -2.870 3.539  0.17
C 1.885 -1.517 2.916  0.11
C 3.137 -3.086 4.326  0.12
O 3.907 -2.221 4.721  -0.58
H 1.186 -4.175 2.061  0.30
H 0.080 -3.603 3.342  0.21
H 1.355 -4.808 3.686  0.32
H 2.410 -0.754 3.491  0.14
H 2.314 -1.461 1.916  -0.11
H 0.820 -1.290 2.869  -0.25
H 3.198 -4.164 4.540  0.26
Cl 3.845 1.652 -3.716  -0.24
C 2.366 1.405 -4.538  0.04
C 2.201 -0.091 -4.790  -0.42
Cl 0.526 -0.521 -5.138  -0.16
H 2.314 2.062 -5.406  0.41
H 1.635 1.791 -3.828  -0.16
H 2.638 -0.675 -3.981  0.09
H 2.826 -0.343 -5.647  0.42
Cl -6.458 -2.341 -0.043  -0.19
C -5.053 -2.071 0.964  -0.33
C -3.828 -2.700 0.226  0.11
Cl -2.589 -3.212 1.422  -0.14
H -5.201 -2.501 1.955  0.47
H -4.862 -1.040 1.263  0.12
H -3.425 -1.975 -0.481  -0.26
H -4.208 -3.581 -0.292  0.25
Cl -1.074 0.998 -2.725  -0.19
C -0.296 0.951 -1.021  -0.11
C 0.056 -0.536 -0.683  0.87
Cl 1.624 -1.113 -1.329  -0.30
H -1.102 1.296 -0.373  0.05
H 0.592 1.576 -0.927  0.21
H -0.768 -1.201 -0.944  0.04
H 0.092 -0.608 0.404  -0.61
Cl -3.648 0.709 -0.585  0.10
C -5.290 0.737 -1.138  -0.13
C -5.641 2.003 -1.977  -0.57
Cl -7.203 1.754 -2.854  -0.21
H -5.947 0.666 -0.271  0.40
H -5.385 -0.154 -1.758  -0.22
H -4.874 2.303 -2.691  0.28
H -5.745 2.859 -1.310  0.38

---

Entry 2:
Computed, not measured: a 11-piece molecular cluster, C22H44Cl22 overall, with ωB97M-V/def2-TZVPD.

Values from the calculation:
Kohn-Sham gap = 10.4874 eV
SMILES = ClCCCl.ClCCCl.ClCCCl.ClCCCl.ClCCCl.ClCCCl.ClCCCl.ClCCCl.ClCCCl.ClCCCl.ClCCCl
highest occupied orbital energy = -10.349 eV

Last column: Mulliken charge in e.
Cartesian coordinates (Å):
Cl 3.049 3.636 3.843  -0.19
C 1.594 3.531 4.863  -0.39
C 1.060 2.117 4.821  0.33
Cl -0.264 1.878 6.018  -0.21
H 0.895 4.246 4.439  0.17
H 1.819 3.846 5.878  0.39
H 1.857 1.425 5.086  0.20
H 0.668 1.831 3.849  -0.30
Cl 5.607 0.118 3.154  -0.22
C 4.687 0.316 1.629  -0.01
C 4.640 -1.012 0.893  -0.09
Cl 4.038 -0.811 -0.784  -0.12
H 5.114 1.087 0.987  0.42
H 3.711 0.714 1.893  -0.21
H 3.985 -1.715 1.402  -0.17
H 5.640 -1.422 0.793  0.42
Cl -0.800 1.974 -5.714  -0.19
C -1.516 2.737 -4.268  0.30
C -2.222 4.048 -4.552  -0.44
Cl -3.781 3.824 -5.415  -0.20
H -0.716 2.865 -3.542  0.12
H -2.192 1.966 -3.917  -0.28
H -1.612 4.753 -5.102  0.40
H -2.507 4.433 -3.574  0.27
Cl 1.046 -5.690 -1.742  -0.20
C 2.161 -4.424 -1.137  -0.30
C 1.801 -4.109 0.316  -0.14
Cl 0.172 -3.402 0.400  -0.03
H 2.088 -3.523 -1.739  0.19
H 3.160 -4.839 -1.231  0.37
H 2.503 -3.475 0.854  -0.30
H 1.749 -5.035 0.887  0.39
Cl -0.763 4.429 2.257  -0.16
C -2.227 3.487 2.042  0.51
C -2.978 3.223 3.354  -0.18
Cl -3.278 4.736 4.231  -0.20
H -1.929 2.536 1.604  -0.66
H -2.874 4.012 1.343  0.39
H -2.432 2.493 3.942  0.03
H -3.962 2.845 3.082  0.32
Cl -0.460 -1.061 -1.949  -0.05
C 0.461 0.252 -1.125  -0.23
C 0.267 0.174 0.388  1.27
Cl 1.298 1.450 1.075  -0.20
H 0.070 1.185 -1.515  0.11
H 1.516 0.124 -1.347  0.02
H 0.533 -0.779 0.828  -0.44
H -0.759 0.409 0.653  -0.53
Cl -2.029 -0.062 3.039  0.03
C -2.533 -1.595 3.777  -0.82
C -2.389 -2.729 2.785  0.20
Cl -3.471 -2.532 1.355  -0.15
H -3.562 -1.433 4.092  0.40
H -1.919 -1.772 4.658  0.26
H -2.538 -3.737 3.154  0.41
H -1.380 -2.640 2.385  -0.33
Cl -0.349 -3.648 -6.377  -0.21
C -0.869 -2.274 -5.393  0.34
C -2.307 -1.896 -5.701  0.00
Cl -2.479 -1.296 -7.336  -0.18
H -0.167 -1.456 -5.543  -0.23
H -0.717 -2.605 -4.366  0.01
H -2.582 -1.042 -5.078  -0.14
H -2.980 -2.716 -5.465  0.39
Cl 1.318 -1.515 3.443  0.03
C 2.490 -2.131 4.677  -0.68
C 1.744 -2.530 5.933  -0.48
Cl 0.633 -3.882 5.683  -0.18
H 3.169 -1.305 4.868  0.28
H 2.989 -2.960 4.187  0.35
H 1.193 -1.692 6.350  0.28
H 2.518 -2.822 6.645  0.39
Cl -4.969 0.234 -3.328  -0.18
C -4.054 -0.360 -1.921  0.20
C -3.976 0.682 -0.850  -0.17
Cl -2.738 1.943 -1.201  -0.18
H -3.060 -0.637 -2.262  -0.34
H -4.525 -1.249 -1.502  0.37
H -3.764 0.267 0.139  -0.15
H -4.873 1.262 -0.637  0.49
Cl 2.738 -0.943 -4.993  -0.16
C 2.215 0.701 -5.438  -0.28
C 2.158 1.622 -4.225  0.17
Cl 3.775 1.906 -3.602  -0.18
H 1.258 0.605 -5.949  -0.05
H 2.880 1.127 -6.190  0.43
H 1.519 1.124 -3.495  -0.20
H 1.714 2.583 -4.471  0.26

---

Entry 3:
Computed, not measured: a 11-piece molecular cluster, C22H44Cl22 overall, with ωB97M-V/def2-TZVPD.

Values from the calculation:
Kohn-Sham gap = 10.6587 eV
SMILES = ClCCCl.ClCCCl.ClCCCl.ClCCCl.ClCCCl.ClCCCl.ClCCCl.ClCCCl.ClCCCl.ClCCCl.ClCCCl
highest occupied orbital energy = -10.453 eV

Last column: Mulliken charge in e.
Cartesian coordinates (Å):
Cl -5.473 -0.691 2.438  -0.20
C -4.683 0.417 1.328  0.27
C -5.086 1.875 1.477  0.12
Cl -6.874 2.061 1.557  -0.21
H -5.067 0.084 0.364  0.24
H -3.602 0.283 1.349  -0.30
H -4.779 2.367 0.555  0.06
H -4.640 2.336 2.359  0.02
Cl 0.572 0.400 -1.817  -0.03
C 0.253 -0.675 -0.432  0.96
C -0.493 0.095 0.642  0.68
Cl -0.547 -1.020 1.967  -0.15
H 1.215 -0.974 -0.015  -0.71
H -0.312 -1.498 -0.871  -0.43
H -1.481 0.411 0.307  -0.37
H 0.083 0.963 0.964  0.00
Cl 3.373 0.193 1.193  -0.02
C 4.960 -0.238 0.562  -0.20
C 5.520 -1.565 1.067  -0.31
Cl 5.913 -1.593 2.855  -0.20
H 5.841 0.378 0.740  0.35
H 4.846 -0.328 -0.518  0.01
H 6.226 -1.994 0.356  0.47
H 4.800 -2.355 0.854  -0.09
Cl -0.383 -3.211 -3.010  -0.01
C -1.977 -4.027 -2.868  -0.68
C -2.112 -4.771 -1.521  -0.51
Cl -2.208 -3.430 -0.333  -0.12
H -2.037 -4.680 -3.738  0.42
H -2.764 -3.274 -2.826  0.27
H -1.348 -5.420 -1.096  0.31
H -3.118 -5.186 -1.465  0.33
Cl -2.303 2.158 3.822  -0.11
C -1.529 3.693 4.323  -0.38
C -0.003 3.686 4.327  -0.56
Cl 0.708 2.941 2.863  -0.10
H -1.948 3.966 5.292  0.41
H -1.787 4.366 3.506  0.08
H 0.340 3.095 5.177  0.28
H 0.431 4.681 4.421  0.36
Cl 1.166 3.614 -5.160  -0.20
C 2.804 3.081 -4.893  -0.44
C 2.996 2.469 -3.533  0.13
Cl 4.701 2.274 -3.022  -0.22
H 3.373 3.998 -5.047  0.35
H 3.133 2.433 -5.705  0.29
H 2.480 1.510 -3.503  -0.28
H 2.611 3.106 -2.737  0.35
Cl -2.555 -1.312 -5.329  -0.20
C -1.824 0.084 -4.537  0.11
C -2.931 0.894 -3.827  -0.51
Cl -3.343 0.005 -2.354  -0.10
H -1.501 0.735 -5.350  0.34
H -1.172 -0.407 -3.816  -0.31
H -3.765 1.049 -4.512  0.43
H -2.525 1.864 -3.538  0.23
Cl 2.006 -1.588 5.800  -0.17
C 0.345 -2.251 5.903  -0.17
C -0.733 -1.150 5.635  -0.08
Cl -0.697 0.133 6.812  -0.20
H 0.146 -2.764 6.844  0.36
H 0.192 -2.886 5.030  0.08
H -1.765 -1.498 5.577  0.38
H -0.507 -0.680 4.678  -0.22
Cl 1.947 -5.226 -0.200  -0.21
C 1.651 -3.851 0.907  0.42
C 2.140 -4.071 2.341  -0.09
Cl 1.221 -5.373 3.066  -0.22
H 0.586 -3.695 0.732  0.02
H 2.222 -3.000 0.535  -0.28
H 1.933 -3.223 2.994  0.07
H 3.190 -4.364 2.344  0.31
Cl 4.273 -2.520 -2.095  -0.18
C 3.136 -2.087 -3.453  0.16
C 3.862 -1.430 -4.586  -0.37
Cl 2.773 -0.719 -5.807  -0.20
H 2.267 -1.543 -3.082  -0.34
H 2.725 -3.016 -3.848  0.36
H 4.599 -2.046 -5.101  0.42
H 4.406 -0.600 -4.135  0.13
Cl -2.252 3.073 0.068  0.05
C -2.308 4.845 0.208  -0.71
C -3.708 5.218 0.724  -0.39
Cl -3.501 6.951 1.197  -0.22
H -2.178 5.285 -0.781  0.39
H -1.497 5.188 0.851  0.30
H -4.181 4.784 1.605  0.19
H -4.468 5.184 -0.057  0.44

---

Entry 4:
Computed, not measured: one molecule with the formula C22H44ClO4PSi, with ωB97M-V/def2-TZVPD.

Values from the calculation:
Kohn-Sham gap = 10.1156 eV
SMILES = CCCCCCCCCCCCCC[Si@@](CCCC(=O)OCC)(CC(=O)Cl)[PH2]=O
highest occupied orbital energy = -9.689 eV

Last column: Mulliken charge in e.
Cartesian coordinates (Å):
C 8.459 -2.380 1.259  -1.14
C 9.387 -1.820 0.156  -0.37
C 8.676 -1.154 -1.061  -0.88
C 7.234 -0.682 -0.831  -0.32
C 7.111 0.670 -0.099  -0.67
C 5.906 1.523 -0.532  -0.92
C 4.526 0.856 -0.261  -0.50
C 3.512 1.832 0.390  -0.66
C 2.300 1.123 1.026  -0.76
C 1.041 1.099 0.132  -0.76
C 0.220 2.405 0.161  -0.64
C -0.590 2.625 1.468  -0.84
C -2.122 2.410 1.298  -0.83
C -2.552 0.986 1.754  -0.40
Si -4.298 0.494 1.255  -0.06
C -4.259 -0.448 -0.401  -0.24
C -4.901 0.332 -1.586  -0.61
C -4.972 -0.566 -2.852  -0.67
C -6.405 -0.967 -3.196  0.27
O -7.219 -0.138 -3.359  -0.49
O -6.757 -2.286 -3.366  -0.40
C -7.009 -2.956 -2.110  -0.16
C -5.798 -3.835 -1.745  -0.90
C -4.957 -0.707 2.610  -0.67
C -6.258 -1.369 2.219  0.31
O -6.317 -2.310 1.570  -0.39
Cl -7.816 -0.684 2.824  -0.21
P -5.733 2.229 1.245  0.47
O -5.265 3.347 2.123  -0.66
H 9.003 -3.148 1.827  0.39
H 7.610 -2.905 0.803  0.29
H 8.121 -1.626 1.978  0.25
H 9.956 -2.678 -0.233  0.34
H 10.125 -1.169 0.645  0.29
H 9.326 -0.341 -1.414  0.32
H 8.656 -1.895 -1.875  0.32
H 6.592 -1.428 -0.349  0.14
H 6.789 -0.535 -1.832  0.46
H 7.116 0.566 0.999  0.24
H 8.016 1.260 -0.324  0.37
H 5.999 1.709 -1.610  0.41
H 5.928 2.468 0.030  0.45
H 4.595 -0.103 0.269  0.35
H 4.101 0.619 -1.252  0.12
H 3.195 2.559 -0.370  0.29
H 4.048 2.366 1.189  0.44
H 2.037 1.612 1.977  0.39
H 2.540 0.083 1.294  0.39
H 1.362 0.942 -0.912  0.33
H 0.388 0.251 0.386  0.30
H 0.847 3.280 -0.048  0.35
H -0.514 2.326 -0.656  0.42
H -0.482 3.689 1.733  0.36
H -0.199 2.071 2.333  0.43
H -2.369 2.621 0.245  0.28
H -2.687 3.147 1.882  0.45
H -1.802 0.279 1.361  0.16
H -2.447 0.955 2.850  0.45
H -4.824 -1.387 -0.291  -0.03
H -3.211 -0.696 -0.620  0.56
H -4.244 1.178 -1.828  0.24
H -5.890 0.717 -1.319  0.46
H -4.573 -0.012 -3.711  0.40
H -4.345 -1.460 -2.759  0.42
H -7.120 -2.184 -1.330  0.16
H -7.944 -3.521 -2.146  0.38
H -5.649 -4.556 -2.560  0.34
H -5.928 -4.360 -0.794  0.32
H -4.911 -3.195 -1.718  0.12
H -4.216 -1.457 2.902  0.43
H -5.179 -0.082 3.491  0.44
H -5.992 2.692 -0.073  0.07
H -6.968 1.717 1.741  0.01

---

Entry 5:
Computed, not measured: C22H44Hg2O14S5 as an isolated structure, with ωB97M-V/def2-TZVPD.

Values from the calculation:
Kohn-Sham gap = 5.4246 eV
net charge = +2
highest occupied orbital energy = -14.315 eV

Last column: Mulliken charge in e.
Cartesian coordinates (Å):
Hg -1.611 -3.959 -0.962  1.89
Hg 1.382 -3.267 -2.790  1.64
O 1.993 -4.567 1.433  -0.42
C 1.294 -4.257 0.336  0.83
O 0.086 -4.596 0.357  -0.74
O 1.923 -3.686 -0.596  -0.77
H 2.892 -4.343 1.141  0.32
C 0.013 -1.108 -1.238  1.13
O -0.444 -2.215 -1.981  -1.26
H -0.763 -0.430 -0.873  -0.06
H 0.467 -1.439 -0.290  0.11
H 0.806 -0.542 -1.723  -0.59
C -4.234 1.274 -2.470  -0.09
C -5.563 0.819 -1.787  -0.96
C -5.548 -0.582 -1.205  -0.57
S -3.763 -0.926 -1.056  1.03
O -3.414 -2.322 -1.295  -0.77
O -3.294 -0.314 0.163  -0.64
C -3.276 0.098 -2.454  -0.34
H -3.899 2.076 -1.822  -0.24
H -4.500 1.551 -3.483  0.49
H -6.392 0.967 -2.489  0.38
H -5.973 1.547 -1.081  0.39
H -5.980 -1.333 -1.863  0.43
H -5.898 -0.661 -0.179  0.40
H -3.446 -0.561 -3.312  0.58
H -2.219 0.349 -2.511  -0.10
C -0.841 4.994 1.156  -0.83
C -1.718 3.739 1.451  -0.61
C -1.936 3.083 0.073  -0.08
S -0.452 3.349 -0.871  1.04
O -0.857 4.020 -2.075  -0.77
O 0.463 2.223 -0.910  -0.41
C 0.290 4.526 0.285  -0.58
H -0.506 5.321 2.144  0.39
H -1.418 5.848 0.802  0.35
H -2.618 4.047 1.974  0.44
H -1.096 3.081 2.060  0.15
H -2.796 3.608 -0.336  0.27
H -2.114 2.013 0.197  -0.07
H 0.659 5.357 -0.318  0.45
H 1.098 4.069 0.849  0.26
C 4.180 0.332 2.358  -0.86
C 3.044 -0.529 1.811  -0.21
C 1.848 0.385 1.792  -0.15
S 1.851 1.400 3.270  1.11
O 1.142 0.754 4.343  -0.70
O 1.560 2.750 2.864  -0.64
C 3.635 1.086 3.566  -0.84
H 4.400 1.086 1.589  0.28
H 5.148 -0.163 2.416  0.49
H 2.718 -1.383 2.422  0.26
H 3.276 -0.972 0.843  0.18
H 0.869 -0.051 1.598  0.04
H 1.991 1.173 1.042  0.19
H 3.506 0.374 4.389  0.36
H 4.204 1.900 4.005  0.50
C 2.716 1.437 -4.845  -0.76
C 4.243 1.404 -4.714  -0.66
C 4.599 0.199 -3.848  -0.83
S 3.137 -0.292 -2.897  1.41
O 3.534 -0.169 -1.525  -0.61
O 2.753 -1.642 -3.400  -1.04
C 2.084 1.032 -3.522  -0.25
H 2.488 0.660 -5.582  0.35
H 2.433 2.419 -5.212  0.39
H 4.559 2.354 -4.279  0.33
H 4.746 1.340 -5.676  0.37
H 5.459 0.330 -3.198  0.37
H 4.829 -0.669 -4.471  0.36
H 2.257 1.758 -2.723  0.26
H 1.043 0.771 -3.683  0.31
C -0.424 -3.581 3.955  -0.95
C -0.336 -2.282 3.162  0.98
C -1.767 -1.773 3.033  -0.60
S -2.680 -3.244 2.537  0.97
O -2.548 -3.481 1.098  -0.61
O -3.973 -3.153 3.144  -0.67
C -1.645 -4.383 3.443  -0.86
H -0.667 -3.341 4.990  0.43
H 0.457 -4.217 3.965  0.37
H 0.015 -2.397 2.128  -0.71
H 0.323 -1.575 3.664  0.12
H -2.024 -0.980 2.330  0.21
H -2.115 -1.433 4.009  0.39
H -1.441 -5.379 3.047  0.41
H -2.225 -4.706 4.313  0.44

---

Calculated max |F|, 4.45 1.39 2.22 4.40 2.68 eV/Å (same order as the records).